No. 1
Formula: C17H34N3OOsPSSi
Source: the OMol25 dataset
Level of theory: ωB97M-V/def2-TZVPD

Structure (XYZ):
```
59
Properties=species:S:1:pos:R:3
Os 0.029 -0.501 -0.144
Si 0.276 -2.280 -1.556
P 0.536 0.816 -2.019
N -1.560 0.309 -0.110
H 2.544 1.286 0.034
C 0.770 2.619 -1.740
H 1.064 3.131 -2.675
H 1.552 2.792 -0.989
H -0.171 3.071 -1.379
C 2.006 0.442 -3.057
H 2.061 1.156 -3.894
H 1.935 -0.576 -3.463
H 2.923 0.525 -2.463
C -0.829 0.866 -3.256
H -0.530 1.435 -4.149
H -1.713 1.344 -2.816
H -1.099 -0.152 -3.560
C 1.860 -3.215 -1.659
H 2.253 -3.404 -0.652
H 2.598 -2.672 -2.263
H 1.600 -4.166 -2.147
H -0.710 -3.133 -0.787
H -0.209 -2.072 -2.960
C -2.862 0.177 -0.293
C -5.122 0.967 0.108
C -3.769 1.082 0.335
C -3.391 -0.856 -1.116
C -4.759 -0.948 -1.324
C -5.634 -0.045 -0.715
H -5.823 1.662 0.568
H -3.353 1.863 0.975
H -2.695 -1.563 -1.568
H -5.143 -1.736 -1.966
H -6.713 -0.140 -0.888
C 2.658 0.400 0.571
O 1.870 -0.740 0.365
C 2.759 0.682 2.047
H 3.801 0.987 2.155
H 2.532 -0.181 2.660
H 2.151 1.536 2.348
C 3.999 0.067 -0.065
H 4.632 0.940 -0.036
H 3.985 -0.352 -1.070
H 4.403 -0.709 0.615
S -0.073 -1.658 2.155
C -0.772 -0.574 3.288
N -2.115 -0.367 3.260
C -2.829 0.131 4.442
C -1.996 1.188 5.137
C -0.611 0.664 5.441
N -0.026 0.012 4.256
H -2.603 -0.942 2.601
H -3.047 -0.707 5.111
H -3.776 0.551 4.080
H -2.490 1.493 6.065
H -1.916 2.078 4.498
H -0.633 -0.058 6.267
H 0.059 1.482 5.730
H 0.933 -0.247 4.259
```

Its expectation value of S² is 6.048. Its total charge is 0. The value obtained for the total energy is -2027.2221 a.u. Its spin multiplicity is 5. As for the LUMO energy (spin up / spin down): 0.417 / -0.890 eV. As for the frontier orbital gap (spin up / spin down): 0.1680 / 0.2374 Eh.

No. 2
Formula: ClH16O12
Source: the OMol25 dataset
Level of theory: ωB97M-V/def2-TZVPD

Structure (XYZ):
```
29
Properties=species:S:1:pos:R:3
Cl 0.359 0.816 -0.383
O -0.761 -0.137 -0.443
O 0.584 1.258 1.048
O 1.622 0.089 -0.783
O 0.104 2.052 -1.219
O -3.218 0.772 -1.029
H -2.374 0.371 -1.078
H -3.235 1.070 -1.931
O 1.329 -2.471 -1.973
H 1.452 -1.596 -1.606
H 2.182 -2.865 -2.084
O 0.099 -0.761 2.610
H 1.031 -0.811 2.843
H 0.106 0.148 2.267
O -1.778 3.618 0.449
H -1.149 3.114 -0.082
H -1.382 3.691 1.334
O 1.819 1.713 4.090
H 1.089 1.238 4.371
H 1.677 1.725 3.153
O -0.826 -3.465 -0.524
H 0.150 -3.290 -0.470
H -1.216 -2.621 -0.857
O -1.211 0.837 -3.643
H -0.455 0.306 -3.947
H -0.755 1.645 -3.407
O 1.809 -2.452 0.974
H 1.892 -1.519 0.765
H 1.047 -2.471 1.541
```

Its total charge is -1. The calculation puts the energy relative to the best compared isomer or geometry (same formula, charge and spin) at 1.059 eV. The value obtained for the total energy is -1372.4967 a.u. As for the LUMO energy: 2.904 eV. As for the frontier orbital gap: 0.3794 Eh.

Question: The highest total charge belongs to which entry?
Answer: C17H34N3OOsPSSi

Question: Which of these has the highest total charge?
Answer: C17H34N3OOsPSSi